One molecule with the formula C15H19NO4 at a distorted geometry. Source: OMol25; level of theory: the ωB97M-V functional and the def2-TZVPD basis.

Calculated values
electronic energy: -938.6212 Eh
E_HOMO: -7.55 eV
SMILES string: COc1cc(OC)c(OC)cc1CNCc1ccco1
LUMO energy: 0.02365 hartree

Geometry as ORCA input:
```
! wB97M-V def2-TZVPD RIJCOSX def2/J DEFGRID3
* xyz 0 1
C 2.49977 2.06570 -1.15628
O 2.42666 0.97159 -0.28013
C 1.23923 0.70542 0.34875
C 0.08910 1.46221 0.18474
C -1.09563 1.14476 0.84140
O -2.24296 1.88621 0.69149
C -2.26921 2.90924 -0.26998
C -1.12300 0.03282 1.69476
O -2.18536 -0.41304 2.43369
C -3.50204 -0.09551 2.04362
C 0.04200 -0.71125 1.84781
C 1.21836 -0.41180 1.19009
C 2.43067 -1.30454 1.30007
N 2.84880 -1.91861 0.04976
C 1.84269 -2.74622 -0.59464
C 0.69924 -1.99886 -1.21418
C -0.64534 -2.03112 -0.98610
C -1.22197 -1.08090 -1.86312
C -0.18733 -0.54295 -2.55984
O 0.97798 -1.09529 -2.17987
H 3.52179 2.07266 -1.53309
H 1.80764 1.95495 -1.99780
H 2.30087 3.01156 -0.64116
H 0.10902 2.31950 -0.46581
H -2.02820 2.53101 -1.26917
H -1.58767 3.72729 -0.01295
H -3.29160 3.28552 -0.26523
H -3.74605 0.95013 2.24207
H -3.66798 -0.30876 0.98454
H -4.14255 -0.73943 2.64681
H -0.00495 -1.56624 2.50398
H 3.28418 -0.72427 1.66203
H 2.22575 -2.10738 2.01368
H 3.14410 -1.18903 -0.59222
H 2.35874 -3.31867 -1.37477
H 1.44283 -3.44519 0.14366
H -1.15900 -2.64692 -0.27741
H -2.26035 -0.83591 -1.95797
H -0.14823 0.20130 -3.33123
*
```

Table of Löwdin atomic charges, one value per atom, all in e:
1. C -0.076
2. O -0.093
3. C -0.228
4. C 0.046
5. C -0.189
6. O -0.107
7. C -0.080
8. C -0.207
9. O -0.074
10. C -0.080
11. C 0.036
12. C -0.152
13. C -0.159
14. N -0.051
15. C -0.135
16. C -0.272
17. C -0.030
18. C -0.061
19. C -0.134
20. O 0.039
21. H 0.097
22. H 0.092
23. H 0.098
24. H 0.096
25. H 0.096
26. H 0.097
27. H 0.096
28. H 0.088
29. H 0.094
30. H 0.092
31. H 0.131
32. H 0.125
33. H 0.119
34. H 0.101
35. H 0.124
36. H 0.129
37. H 0.116
38. H 0.102
39. H 0.117

=====

A 12-piece molecular cluster, C5H34N2O12 overall at a distorted geometry. Source: OMol25; level of theory: the ωB97M-V functional and the def2-TZVPD basis.

Calculated values
electronic energy: -1222.8578 Eh
E_HOMO (alpha / beta): -13.82 / -13.81 eV
LUMO energy (alpha / beta): -0.10703 / -0.30171 hartree

Geometry as ORCA input:
```
! wB97M-V def2-TZVPD RIJCOSX def2/J DEFGRID3
* xyz 1 2
C -1.24607 -2.16572 -0.26749
N -0.35395 -2.36489 0.78659
C 1.75391 -2.19788 2.04946
C 0.97091 -1.62912 0.84006
C 0.64824 -0.04253 0.96183
N 1.66924 0.79878 0.46915
C 3.04230 0.35408 0.89845
O -0.80802 -1.33931 -1.09927
H -2.24222 -2.51471 -0.24753
H -0.29476 -3.36465 1.25541
H 2.79776 -1.97651 1.93762
H 1.26752 -1.79845 2.91517
H 1.75838 -3.27711 1.93335
H 1.53305 -1.85463 -0.07889
H 0.38123 0.09466 1.99980
H -0.28232 0.07774 0.14692
H 1.74739 0.74415 -0.58413
H 2.98456 0.34452 1.91391
H 3.29297 -0.66927 0.44164
H 3.62711 1.23117 0.64907
H -0.05697 3.14163 2.56155
H 1.14295 3.01995 1.45973
O 0.34329 3.63214 1.74800
H 1.70922 0.77081 -3.26072
H 0.71222 0.05582 -2.26576
O 1.46226 0.71458 -2.35598
H -0.27942 -2.71457 4.61592
H -0.68720 -1.39769 4.11175
O -0.27996 -1.69789 4.80741
H -0.37301 2.12608 -0.64520
H -0.49456 2.93899 0.60749
O -1.03202 2.43547 -0.03795
H 0.83707 -1.79682 -2.38360
H 0.57068 -3.31170 -2.67725
O 1.20791 -2.61843 -2.62535
H -3.74320 3.21990 -1.53426
H -3.16776 2.38576 -0.30466
O -3.86415 2.34692 -1.09997
H -0.72364 3.36414 -3.12482
H -1.52870 3.06840 -1.71472
O -1.54855 3.25818 -2.65633
H 3.39814 -1.98464 -2.74113
H 2.98115 -2.24876 -1.30756
O 3.65688 -1.78155 -1.86458
H -2.42504 0.64493 0.09047
H -3.86177 0.26726 -0.46838
O -3.16527 -0.03995 0.09821
H -3.02981 -0.13378 2.18497
H -3.00991 1.18947 1.74229
O -2.99550 0.76804 2.55765
H -1.69522 1.35726 -3.39138
H -1.32553 -0.16308 -3.60149
O -0.98177 0.73278 -3.44546
*
```

Table of Löwdin atomic charges, one value per atom, all in e:
1. C -0.218
2. N 0.071
3. C -0.018
4. C -0.271
5. C -0.116
6. N 0.089
7. C 0.024
8. O -0.068
9. H 0.131
10. H 0.197
11. H 0.071
12. H 0.062
13. H 0.099
14. H 0.108
15. H 0.136
16. H 0.153
17. H 0.111
18. H 0.063
19. H 0.130
20. H 0.115
21. H 0.133
22. H 0.105
23. O -0.076
24. H 0.060
25. H 0.033
26. O -0.048
27. H 0.118
28. H -0.097
29. O -0.010
30. H 0.024
31. H -0.011
32. O -0.061
33. H -0.030
34. H 0.054
35. O -0.009
36. H 0.057
37. H 0.073
38. O -0.104
39. H 0.054
40. H -0.014
41. O -0.051
42. H 0.008
43. H 0.021
44. O -0.061
45. H 0.036
46. H 0.045
47. O -0.072
48. H 0.035
49. H -0.053
50. O -0.041
51. H 0.015
52. H 0.060
53. O -0.060

=====

C30H50HgO16S6 as an isolated structure at a distorted geometry. Source: OMol25; level of theory: the ωB97M-V functional and the def2-TZVPD basis.

Calculated values
electronic energy: -4919.0483 Eh
E_HOMO (alpha / beta): -10.67 / -9.98 eV
LUMO energy (alpha / beta): -0.10594 / -0.17436 hartree

Geometry as ORCA input:
```
! wB97M-V def2-TZVPD RIJCOSX def2/J DEFGRID3
* xyz 1 2
Hg -0.10829 -0.29466 -0.41734
C 3.68812 1.66237 -1.65963
C 2.34958 1.00055 -1.68527
C 1.07069 1.97137 -1.83104
O -0.05389 1.50139 -1.95878
C 1.28842 3.42316 -1.88192
C 2.51753 3.93380 -1.75832
C 3.79194 3.02973 -1.69059
O 5.01974 3.51921 -1.66119
O 2.53192 5.25199 -1.72020
O 2.11801 -0.19432 -1.47438
H 4.50099 0.95267 -1.61543
H 0.38969 4.01834 -1.81523
C 4.11147 -4.18922 -0.74598
C 2.97276 -4.59105 -1.73937
C 1.80815 -4.71247 -0.73695
S 1.89569 -3.30208 0.56012
O 1.87918 -3.86789 1.90496
O 1.02412 -2.20372 0.17363
C 3.67309 -2.94256 -0.00065
H 5.00388 -4.00248 -1.34333
H 4.31183 -4.94782 0.01064
H 3.20207 -5.56065 -2.18140
H 2.78669 -3.81272 -2.47942
H 1.98694 -5.66419 -0.23658
H 0.82180 -4.75562 -1.19885
H 4.23035 -2.55353 0.85153
H 3.50508 -2.06856 -0.62993
C -1.26331 4.17905 3.17835
C -0.88636 5.25033 2.06061
C -0.44817 4.41040 0.84608
S -1.54810 2.92549 0.75903
O -0.81233 1.68011 0.60460
O -2.56715 3.06434 -0.25164
C -2.26929 3.20411 2.50702
H -1.64703 4.75618 4.01965
H -0.38208 3.64743 3.53738
H -0.20456 6.01502 2.43276
H -1.80353 5.77600 1.79493
H 0.49949 3.91440 1.05593
H -0.40428 4.75908 -0.18571
H -2.49005 2.17923 2.80534
H -3.23643 3.63589 2.24954
C -0.81756 -3.16182 3.79304
C -1.77692 -2.35058 4.72748
C -2.16751 -1.18914 3.83395
S -2.36355 -1.78128 2.14234
O -1.33107 -1.11465 1.31449
O -3.77466 -1.84412 1.78054
C -1.65971 -3.44722 2.56526
H -0.48795 -4.08919 4.26149
H 0.09998 -2.64782 3.50663
H -1.22566 -2.10921 5.63631
H -2.62517 -2.96397 5.03131
H -1.37818 -0.44159 3.75510
H -3.09969 -0.76474 4.20680
H -1.15948 -3.78713 1.65844
H -2.49738 -4.13012 2.70685
C -5.89537 1.32146 -1.09108
C -5.07023 2.23211 -2.00347
C -3.87359 1.36767 -2.54759
S -3.73484 -0.12848 -1.48677
O -2.35920 -0.19034 -0.92807
O -4.31067 -1.31079 -2.09612
C -4.93058 0.49360 -0.21898
H -6.58500 0.71206 -1.67517
H -6.48908 1.86339 -0.35493
H -4.87628 3.10694 -1.38288
H -5.64107 2.62162 -2.84639
H -2.99333 2.00118 -2.43847
H -3.96132 1.00343 -3.57118
H -4.35436 1.14841 0.43470
H -5.33727 -0.34978 0.33907
C 4.57316 1.16130 3.14522
C 4.01617 -0.10446 3.87096
C 2.48615 -0.03404 3.72142
S 2.12260 0.98439 2.25202
O 1.58752 2.32679 2.54131
O 1.42552 0.19825 1.23518
C 3.84702 1.19658 1.79019
H 5.65552 1.10131 3.03115
H 4.28790 2.07089 3.67379
H 4.26917 0.04674 4.92036
H 4.42122 -1.04808 3.50545
H 2.16028 0.42294 4.65581
H 1.99316 -1.00020 3.61376
H 4.11771 2.06321 1.18705
H 4.12351 0.33486 1.18266
C -0.11522 -0.06314 -5.21650
C -1.32432 -0.87840 -5.73653
C -1.67392 -2.02092 -4.69572
S -0.14910 -2.27661 -3.63720
O 0.46212 -3.58206 -3.73035
O -0.36099 -1.60973 -2.33232
C 0.83205 -1.16993 -4.64832
H -0.49455 0.53092 -4.38506
H 0.38759 0.57398 -5.94407
H -1.04884 -1.39480 -6.65606
H -2.24864 -0.32427 -5.89987
H -1.74032 -2.93437 -5.28674
H -2.61373 -1.96006 -4.14696
H 1.13326 -1.84153 -5.45226
H 1.69010 -0.83751 -4.06407
*
```

Here are the Löwdin charges for atoms 1 to 99, given in e:
1. Hg 1.191
2. C 0.037
3. C -0.300
4. C -0.268
5. O -0.008
6. C 0.085
7. C -0.263
8. C -0.312
9. O -0.002
10. O 0.083
11. O -0.064
12. H 0.122
13. H 0.122
14. C -0.213
15. C -0.180
16. C -0.187
17. S 0.764
18. O -0.334
19. O -0.420
20. C -0.189
21. H 0.120
22. H 0.119
23. H 0.124
24. H 0.103
25. H 0.100
26. H 0.089
27. H 0.095
28. H 0.076
29. C -0.178
30. C -0.162
31. C -0.196
32. S 0.736
33. O -0.402
34. O -0.321
35. C -0.155
36. H 0.113
37. H 0.092
38. H 0.122
39. H 0.112
40. H 0.078
41. H 0.087
42. H 0.085
43. H 0.096
44. C -0.212
45. C -0.183
46. C -0.228
47. S 0.777
48. O -0.418
49. O -0.306
50. C -0.191
51. H 0.124
52. H 0.089
53. H 0.120
54. H 0.123
55. H 0.101
56. H 0.109
57. H 0.095
58. H 0.112
59. C -0.221
60. C -0.192
61. C -0.177
62. S 0.750
63. O -0.434
64. O -0.308
65. C -0.192
66. H 0.119
67. H 0.116
68. H 0.102
69. H 0.113
70. H 0.080
71. H 0.098
72. H 0.090
73. H 0.096
74. C -0.189
75. C -0.189
76. C -0.191
77. S 0.760
78. O -0.322
79. O -0.402
80. C -0.216
81. H 0.125
82. H 0.119
83. H 0.115
84. H 0.115
85. H 0.111
86. H 0.091
87. H 0.112
88. H 0.102
89. C -0.174
90. C -0.185
91. C -0.157
92. S 0.747
93. O -0.312
94. O -0.407
95. C -0.215
96. H 0.093
97. H 0.120
98. H 0.110
99. H 0.110

=====

A 2-piece molecular cluster, C3H4O2 overall at a distorted geometry. Source: OMol25; level of theory: the ωB97M-V functional and the def2-TZVPD basis.

Calculated values
electronic energy: -267.0950 Eh
E_HOMO: -8.98 eV
SMILES string: C=C=O.C=O
LUMO energy: 0.02087 hartree

Geometry as ORCA input:
```
! wB97M-V def2-TZVPD RIJCOSX def2/J DEFGRID3
* xyz 0 1
C 1.54425 1.37772 -0.14986
C 1.54942 0.25468 0.45387
O 1.60637 -0.70980 1.04101
H 2.48361 1.78150 -0.51151
H 0.88374 1.83218 -0.84555
C -1.97471 -1.14688 -0.01464
O -1.06144 -0.39005 -0.25463
H -3.13093 -0.88374 0.04002
H -1.90030 -2.11560 0.24129
*
```

Table of Löwdin atomic charges, one value per atom, all in e:
1. C -0.011
2. C -0.349
3. O 0.193
4. H 0.065
5. H 0.052
6. C -0.101
7. O 0.007
8. H 0.114
9. H 0.031

=====

One molecule with the formula C5H8O2. Source: OMol25; level of theory: the ωB97M-V functional and the def2-TZVPD basis.

Calculated values
electronic energy: -345.7238 Eh
E_HOMO: -9.52 eV
SMILES string: O[C@H]1C[C@@]2(O)C[C@@H]12
LUMO energy: 0.03218 hartree

Geometry as ORCA input:
```
! wB97M-V def2-TZVPD RIJCOSX def2/J DEFGRID3
* xyz 0 1
O -0.26099 1.89074 1.15173
C -0.57234 0.52321 1.00180
C -1.20906 0.21133 -0.37639
C -0.02107 -0.70850 -0.69095
O -0.17518 -1.96390 -1.25750
C 1.26350 0.06056 -0.58806
C 0.56335 -0.40725 0.65658
H 0.33166 1.98401 1.90816
H -1.15341 0.14170 1.84807
H -2.12906 -0.36717 -0.26778
H -1.37333 1.07704 -1.02489
H 0.19518 -1.94571 -2.14487
H 2.19685 -0.47395 -0.62778
H 1.28778 1.11758 -0.87368
H 1.05613 -1.13967 1.28557
*
```

Table of Löwdin atomic charges, one value per atom, all in e:
1. O -0.022
2. C -0.336
3. C -0.020
4. C -0.452
5. O 0.040
6. C -0.015
7. C -0.147
8. H 0.099
9. H 0.146
10. H 0.120
11. H 0.119
12. H 0.102
13. H 0.106
14. H 0.116
15. H 0.144